The following is a DFT calculation (wB97M-V/def2-TZVPD) of a structure of composition C39H29N5OReS4 at a distorted geometry.

Computed properties:
Lowest unoccupied orbital energy (alpha / beta) (eV): -5.72 / -7.46
HOMO energy (alpha / beta) (eV): -11.68 / -12.19
Gap between HOMO and LUMO (alpha / beta) (eV): 5.96 / 4.73
Total charge: +2
2S+1: 4
ΔE to the lowest compared entry with this formula, charge and spin (kcal per mole): 97.05

Last column: Mulliken charge in e.
Element x y z (Å)
Re -3.29 -0.05 -0.07  0.566
S -2.41 2.01 -1.02  -0.430
C -1.65 2.85 0.31  0.869
C -1.43 4.22 0.23  -0.736
C -0.82 4.90 1.26  -0.702
C -0.43 4.25 2.43  -0.882
C -0.64 2.89 2.56  -0.512
C -1.21 2.21 1.49  0.395
S -1.66 0.52 1.54  0.577
C -0.98 -2.06 1.39  -0.446
C -1.80 -2.83 0.39  0.401
C -1.36 -4.10 0.02  -0.922
C -2.12 -4.86 -0.86  -0.806
C -3.27 -4.30 -1.38  -0.956
C -3.64 -3.02 -1.01  0.887
C -4.82 -2.37 -1.70  -0.776
S -5.38 -1.10 -0.55  -0.266
C -6.21 0.23 -1.37  0.797
C -7.14 0.11 -2.38  -0.588
C -7.82 1.25 -2.79  -0.605
C -7.60 2.46 -2.16  -0.597
C -6.69 2.56 -1.11  -0.686
C -5.99 1.44 -0.70  0.360
S -4.83 1.48 0.65  -0.349
N -2.93 -2.30 -0.10  -0.060
H -1.76 4.75 -0.66  0.505
H -0.67 5.97 1.18  0.420
H 0.01 4.80 3.25  0.445
H -0.38 2.37 3.47  0.402
H -1.61 -1.90 2.26  0.170
H -0.15 -2.69 1.72  0.587
H -0.45 -4.48 0.44  0.474
H -1.80 -5.85 -1.14  0.473
H -3.89 -4.84 -2.08  0.500
H -5.59 -3.11 -1.89  0.694
H -4.51 -1.93 -2.65  0.328
H -7.34 -0.85 -2.85  0.450
H -8.53 1.18 -3.60  0.408
H -8.14 3.34 -2.48  0.402
H -6.53 3.51 -0.61  0.463
C 10.51 0.56 0.58  -0.854
O 9.65 0.36 -0.53  -0.439
C 8.34 0.23 -0.32  0.909
C 7.55 0.05 -1.47  -0.649
C 6.20 -0.10 -1.36  -0.508
C 5.57 -0.05 -0.10  0.582
C 6.37 0.13 1.04  -0.715
C 7.73 0.28 0.94  -0.720
C 4.15 -0.20 -0.02  0.151
N 3.35 -0.39 -1.08  -0.871
C 2.11 -0.48 -0.58  0.801
C 2.10 -0.36 0.82  -0.012
N 3.43 -0.17 1.14  -0.113
C 0.97 -0.44 1.63  -0.022
C 1.10 -0.40 3.03  -0.560
C 0.17 -0.35 4.04  -0.873
C -1.22 -0.16 4.02  -0.615
N -2.09 0.13 3.09  -0.362
C -0.34 -0.70 0.94  1.714
C -0.31 -0.63 -0.59  -0.876
N -1.49 -0.61 -1.24  0.407
C -1.52 -0.63 -2.57  -0.500
C -0.37 -0.66 -3.35  -1.315
C 0.85 -0.63 -2.71  -0.590
C 0.88 -0.61 -1.31  0.894
H 11.51 0.65 0.16  0.249
H 10.48 -0.29 1.27  0.359
H 10.25 1.48 1.11  0.359
H 8.05 0.02 -2.43  0.453
H 5.59 -0.24 -2.24  0.517
H 5.93 0.17 2.03  0.230
H 8.32 0.42 1.84  0.441
H 3.81 -0.01 2.06  0.223
H 2.12 -0.43 3.38  0.417
H 0.56 -0.46 5.04  0.463
H -1.71 -0.28 4.99  0.570
H -2.50 -0.58 -3.03  0.467
H -0.45 -0.67 -4.42  0.482
H 1.78 -0.60 -3.26  0.649